Entry 1:
{
  "formula": "C13H50N8O12",
  "method": "wB97M-V/def2-TZVPD",
  "smiles": "NC(N)=O.NC(N)=O.NC(N)=O.NC(N)=O.CCO.CO.CO.CO.CO.CO.CO.CO",
  "energy_ha": -1865.988896,
  "homo_lumo_gap_ev": 7.561,
  "largest_force_ha_per_bohr": 0.2067,
  "de_lowest_kj_mol": 1099.75,
  "elements": ["C", "C", "O", "H", "H", "H", "H", "H", "H", "C", "O", "N", "N", "H", "H", "H", "H", "C", "O", "N", "N", "H", "H", "H", "H", "C", "O", "N", "N", "H", "H", "H", "H", "C", "O", "N", "N", "H", "H", "H", "H", "C", "O", "H", "H", "H", "H", "C", "O", "H", "H", "H", "H", "C", "O", "H", "H", "H", "H", "C", "O", "H", "H", "H", "H", "C", "O", "H", "H", "H", "H", "C", "O", "H", "H", "H", "H", "C", "O", "H", "H", "H", "H"],
  "xyz": [[-3.343, -31.093, 11.599], [-4.514, -30.210, 11.238], [-5.345, -30.430, 12.386], [-3.527, -32.087, 11.645], [-2.786, -30.742, 12.530], [-2.594, -31.001, 10.848], [-5.023, -30.438, 10.227], [-4.129, -29.180, 11.198], [-5.847, -31.234, 12.341], [-2.425, -25.893, 13.671], [-1.619, -26.872, 14.154], [-3.148, -25.120, 14.433], [-2.710, -25.706, 12.399], [-2.860, -25.084, 15.457], [-3.485, -24.199, 14.017], [-2.239, -26.258, 11.665], [-3.288, -24.996, 12.086], [-4.958, -28.045, 14.698], [-5.589, -29.088, 15.290], [-4.961, -26.813, 15.175], [-4.413, -28.108, 13.532], [-5.237, -26.673, 16.170], [-4.176, -26.078, 14.945], [-4.374, -28.920, 12.929], [-3.927, -27.350, 13.202], [-4.078, -25.621, 9.088], [-3.116, -25.650, 8.089], [-4.739, -24.578, 9.459], [-4.421, -26.631, 9.708], [-4.467, -23.679, 9.085], [-5.249, -24.550, 10.292], [-4.187, -27.556, 9.281], [-5.084, -26.700, 10.409], [2.746, -26.667, 9.278], [3.700, -25.810, 8.735], [1.466, -26.490, 9.042], [2.978, -27.547, 10.203], [1.137, -25.649, 8.583], [0.722, -26.982, 9.497], [3.931, -27.821, 10.185], [2.425, -28.275, 10.700], [1.123, -30.677, 11.000], [1.493, -29.472, 11.612], [1.770, -30.762, 10.222], [0.198, -30.783, 10.502], [1.194, -31.489, 11.756], [1.048, -29.423, 12.448], [0.015, -30.001, 14.784], [0.463, -28.969, 14.085], [0.389, -30.966, 14.360], [-1.100, -30.107, 14.723], [0.360, -30.056, 15.811], [-0.065, -28.178, 14.326], [-0.816, -26.614, 5.887], [-1.068, -27.180, 7.042], [-1.785, -26.136, 5.606], [-0.637, -27.510, 5.190], [-0.131, -25.848, 6.028], [-1.934, -26.856, 7.317], [-0.599, -23.962, 8.899], [0.263, -23.928, 7.854], [-1.577, -23.565, 8.537], [-0.209, -23.512, 9.828], [-0.835, -25.012, 9.089], [0.120, -23.103, 7.373], [-1.593, -28.247, 11.408], [-1.788, -27.279, 10.387], [-2.423, -28.409, 12.065], [-0.767, -28.092, 12.018], [-1.345, -29.163, 10.827], [-2.690, -27.250, 10.042], [1.398, -25.922, 12.735], [2.788, -26.289, 12.581], [1.231, -25.607, 13.712], [0.757, -26.792, 12.760], [1.081, -25.214, 11.965], [2.960, -26.522, 11.642], [-5.100, -29.372, 7.877], [-3.701, -28.831, 8.049], [-5.428, -29.219, 6.831], [-5.861, -28.969, 8.515], [-5.052, -30.423, 8.141], [-3.246, -28.872, 7.184]],
  "atomic_forces_ev_per_a": [[2.45, 3.30, -0.30], [-0.24, -2.02, 0.01], [-0.80, 1.91, -0.52], [-1.11, -3.04, 0.48], [-1.20, -0.42, -0.89], [0.87, 0.04, -0.93], [0.80, 0.19, 1.73], [-0.69, -0.12, 0.04], [-0.18, -0.56, -0.27], [5.17, -5.50, 0.73], [-3.73, 4.79, -2.05], [-0.17, 4.93, 3.96], [1.80, -2.07, -1.46], [-0.20, 0.24, -1.95], [0.65, -1.80, 1.10], [0.07, 0.46, 0.06], [-1.10, 1.54, -0.40], [-4.61, -5.78, 4.39], [2.93, 4.68, -2.45], [0.66, 3.75, 3.34], [0.80, -2.48, -3.30], [-0.01, -0.84, -1.31], [-2.72, -2.57, 0.07], [-0.47, 0.07, 1.30], [1.00, 1.74, -0.80], [6.37, 2.74, -8.06], [-4.81, 0.52, 4.56], [-0.07, 4.93, -0.94], [0.09, -8.98, 1.48], [-0.02, -0.18, 0.00], [-0.92, -0.11, 1.07], [-0.04, 0.89, -0.02], [-1.54, 0.35, 1.42], [3.08, 6.24, -3.41], [-4.35, -4.72, 2.58], [-2.15, 1.45, -1.26], [2.41, -3.29, 1.99], [0.64, -0.27, -0.31], [0.05, -0.56, 0.24], [1.06, -0.10, 0.25], [-0.54, 0.95, -0.85], [0.06, -0.75, 2.39], [-0.32, 0.24, -0.86], [2.35, -0.98, -2.07], [-1.83, 0.65, -0.06], [0.18, 0.11, -0.74], [-0.32, 0.67, 1.22], [-1.85, -4.30, 1.05], [0.73, 3.35, -1.43], [-0.07, 0.69, -0.03], [0.65, 0.15, 0.41], [-0.14, 0.37, 0.49], [0.40, -0.30, -0.41], [-2.17, -0.79, -4.17], [-1.26, -2.47, 5.08], [0.73, 0.10, -0.94], [0.58, 1.97, -0.02], [2.01, 1.21, -0.73], [0.10, -0.01, 0.92], [-2.46, -0.51, 1.12], [1.70, 0.61, -1.97], [0.40, 0.13, 0.91], [-0.23, 0.19, -0.28], [0.05, 0.02, 0.29], [0.41, -0.35, 0.05], [-0.49, -2.47, -2.67], [0.63, 1.18, 0.58], [-0.59, -0.01, 0.17], [1.50, 1.12, 0.77], [-0.41, 0.08, 0.83], [0.56, -0.46, 0.16], [1.38, -1.28, -1.45], [-0.92, 0.56, 0.24], [0.18, 1.42, 1.70], [-0.26, -0.58, -0.83], [-0.12, 0.09, 0.20], [-0.25, 0.18, 0.76], [1.98, -0.33, -1.39], [-2.12, -0.48, -0.09], [0.20, -0.22, 0.57], [0.14, 1.00, 0.63], [-0.04, -0.26, -0.40], [-0.29, 0.15, 0.69]],
  "lowdin_charge": [-0.075, -0.274, -0.088, 0.043, 0.113, 0.050, 0.119, 0.073, 0.096, -0.602, -0.052, 0.104, 0.205, 0.187, 0.180, 0.072, 0.084, -0.636, -0.108, 0.119, 0.185, 0.125, 0.032, 0.057, 0.024, -0.624, -0.083, 0.202, 0.176, 0.134, 0.099, 0.100, 0.118, -0.594, -0.137, 0.199, 0.136, 0.073, 0.093, 0.121, 0.099, -0.124, -0.122, 0.052, 0.053, 0.105, 0.020, -0.210, -0.122, 0.093, 0.100, 0.081, 0.075, -0.228, -0.138, 0.093, 0.111, 0.047, 0.014, -0.218, -0.105, 0.083, 0.088, 0.049, 0.104, -0.117, -0.124, 0.050, 0.033, 0.092, 0.022, -0.134, -0.128, 0.053, 0.028, 0.081, 0.019, -0.084, -0.154, 0.095, 0.062, 0.063, 0.098]
}

Entry 2:
{
  "formula": "H80O40",
  "method": "wB97M-V/def2-TZVPD",
  "energy_ha": -3057.426030,
  "homo_lumo_gap_ev": 9.647,
  "largest_force_ha_per_bohr": 0.0642,
  "de_lowest_kj_mol": 869.86,
  "elements": ["H", "H", "O", "H", "H", "O", "H", "H", "O", "H", "H", "O", "H", "H", "O", "H", "O", "H", "O", "H", "H", "O", "H", "H", "O", "H", "H", "O", "H", "H", "O", "H", "O", "H", "H", "O", "H", "H", "O", "H", "H", "O", "H", "H", "O", "H", "H", "O", "H", "H", "O", "H", "O", "H", "H", "O", "H", "O", "H", "H", "O", "H", "H", "O", "H", "H", "O", "H", "H", "O", "H", "H", "O", "H", "H", "O", "H", "H", "O", "H", "H", "O", "H", "H", "O", "H", "H", "O", "H", "O", "H", "H", "O", "H", "H", "H", "H", "H", "H", "O", "H", "H", "O", "H", "H", "O", "H", "H", "O", "H", "H", "O", "H", "H", "O", "H", "H", "O", "H", "H"],
  "xyz": [[-1.559, 4.187, 2.392], [-0.632, 4.871, 1.514], [-1.244, 5.085, 2.221], [2.311, 0.153, -2.466], [2.717, 1.537, -2.686], [3.097, 0.741, -2.316], [3.150, -4.776, -1.482], [3.243, -5.340, -0.091], [3.729, -5.283, -0.923], [2.327, 4.244, 0.727], [3.295, 3.856, 2.028], [2.741, 4.481, 1.533], [-0.564, 2.094, -1.904], [-0.940, 2.616, -3.461], [-1.106, 2.037, -2.707], [-4.591, 2.613, -3.149], [-3.841, 2.213, -3.602], [3.504, -5.963, 1.565], [3.086, -5.562, 2.327], [-2.540, 2.705, -0.289], [-2.652, 4.004, 0.371], [-2.318, 3.638, -0.463], [-3.361, -0.753, 3.180], [-4.139, -1.313, 4.260], [-3.314, -1.495, 3.786], [2.355, -1.591, 0.350], [1.476, -2.688, 0.234], [1.546, -1.905, 0.794], [-3.369, 1.823, -1.042], [-3.085, 0.767, -2.002], [-3.569, 0.897, -1.175], [-2.298, -4.712, -1.864], [-1.837, -3.937, -2.196], [-4.079, -3.380, -1.041], [-3.817, -2.375, -2.191], [-4.452, -2.636, -1.516], [-2.260, 2.641, -4.851], [-2.027, 3.904, -4.011], [-1.821, 3.514, -4.848], [-0.046, 2.058, 0.441], [1.149, 1.740, -0.414], [0.312, 2.201, -0.450], [-4.212, -2.708, 2.370], [-3.971, -3.129, 0.965], [-4.333, -3.480, 1.788], [0.574, 0.030, 4.594], [-0.488, 0.248, 3.509], [-0.389, 0.097, 4.457], [-0.730, -1.683, 3.550], [0.593, -2.011, 3.310], [-0.154, -2.427, 3.772], [-1.916, -1.351, 1.141], [-1.491, -2.165, 1.400], [1.169, 2.091, 1.990], [0.888, 3.429, 2.878], [0.619, 2.882, 2.142], [1.516, -0.338, 1.916], [0.710, 0.190, 1.852], [-0.955, -2.276, -3.643], [-0.966, -1.309, -2.731], [-1.558, -1.526, -3.521], [-1.148, -1.629, -0.605], [-1.356, -0.347, -1.352], [-0.728, -0.766, -0.741], [1.298, -1.252, 5.099], [1.734, -0.888, 6.443], [1.941, -0.651, 5.527], [5.791, -0.629, -2.332], [4.724, 0.095, -1.747], [5.582, -0.245, -1.469], [0.736, 0.332, -3.857], [0.369, 0.321, -2.322], [0.756, -0.193, -3.040], [3.638, 1.035, 0.555], [3.040, 2.138, -0.552], [2.992, 1.672, 0.258], [-5.066, -0.165, 0.547], [-6.238, -0.834, 0.029], [-5.963, 0.057, 0.286], [0.294, -4.100, 1.097], [1.193, -4.646, -0.208], [1.008, -4.643, 0.756], [-3.867, -0.854, -5.395], [-2.999, 0.117, -4.746], [-3.615, 0.071, -5.503], [2.269, -5.089, 3.966], [0.917, -4.675, 3.973], [1.769, -4.311, 4.243], [1.490, 5.564, -2.832], [1.082, 4.717, -3.080], [5.108, 3.209, 3.472], [4.054, 2.123, 3.634], [4.210, 2.974, 3.208], [-2.127, -2.516, 2.037], [-4.178, 1.437, -4.077], [0.451, -0.178, 0.985], [3.079, -4.605, 2.165], [-2.140, -3.742, -3.082], [0.386, 5.109, -3.608], [-3.153, 1.099, 2.047], [-2.580, 1.667, 2.619], [-2.584, 0.797, 1.343], [0.428, 6.268, 0.537], [0.989, 6.484, 1.294], [0.419, 5.313, 0.559], [-1.632, 2.536, 3.787], [-0.690, 2.588, 3.986], [-1.842, 1.684, 4.208], [1.086, -4.811, -1.788], [1.939, -4.867, -2.190], [0.399, -4.475, -2.372], [1.166, 2.183, -4.421], [1.414, 3.049, -4.038], [0.482, 2.554, -4.987], [3.905, 0.269, -4.790], [4.553, -0.176, -4.242], [3.133, -0.260, -4.630], [4.313, -2.512, 2.681], [3.381, -2.494, 2.924], [4.907, -2.381, 3.419]],
  "atomic_forces_ev_per_a": [[-0.27, 0.10, 0.69], [-0.23, 0.45, 0.17], [-0.44, -0.92, 0.03], [0.66, 0.09, 0.13], [0.39, 0.56, -0.55], [-0.84, -0.52, 0.55], [0.59, 0.48, 0.20], [-0.11, 0.08, -0.08], [0.37, -0.31, 0.26], [-0.02, -1.24, -0.72], [-0.43, -0.44, -0.97], [0.60, 2.17, 1.52], [0.37, 1.08, -0.28], [0.67, -0.06, 0.79], [-1.16, -1.43, 0.17], [-0.04, -0.13, -0.05], [-0.22, -0.25, -0.25], [0.26, -0.24, 0.15], [0.35, 0.10, 0.07], [0.80, 0.60, -0.09], [0.14, 0.64, -0.18], [-0.59, -0.72, 0.81], [0.47, 0.76, -0.54], [0.16, -0.47, 0.43], [-0.75, 0.07, -0.10], [0.04, 0.58, 0.51], [-0.76, -0.69, 0.62], [1.46, -0.21, -1.32], [-0.63, 0.23, -0.31], [-0.16, 0.13, -0.21], [0.64, -0.70, 0.24], [-0.02, -0.23, -0.22], [0.71, 0.01, 0.48], [0.18, -0.11, -0.25], [0.19, -0.09, 0.21], [-0.43, 0.31, 0.10], [-0.18, 0.94, 0.19], [-0.78, 0.27, 0.80], [0.97, -0.68, -1.35], [-0.02, 0.46, -0.25], [0.64, -0.32, 0.22], [-0.51, -0.21, -0.13], [-0.18, -0.48, 0.30], [-0.15, -0.18, -0.12], [0.29, 0.66, -0.10], [-0.56, 0.62, 0.16], [0.33, 0.12, -0.15], [-0.29, 0.71, -0.07], [-0.88, -0.48, 0.74], [0.41, -1.11, -0.09], [0.67, 0.65, -0.48], [-0.01, 0.59, -0.26], [-0.48, -0.26, -0.06], [0.10, 0.55, 0.62], [0.74, 0.06, -0.07], [-0.81, -0.46, -0.31], [0.03, 0.17, 0.58], [0.16, -0.03, -0.52], [-0.44, -0.30, -1.34], [-1.24, 0.89, -1.11], [1.45, -0.59, 1.77], [0.34, -0.20, 0.30], [-0.01, 0.52, 0.56], [-0.65, -0.03, -0.56], [0.53, -0.45, 0.02], [0.37, 0.38, 0.06], [-0.51, -0.75, 0.08], [0.83, -0.27, 0.39], [-0.64, 0.68, 0.54], [-0.13, -0.36, -0.84], [-0.26, 0.49, 0.54], [-0.17, 0.35, -0.47], [0.52, -1.03, -0.05], [0.73, 0.25, -1.14], [1.47, -0.18, -1.21], [-1.90, -0.10, 2.70], [0.41, 0.67, 0.03], [-0.47, 0.25, -0.20], [-0.10, -0.90, 0.15], [-0.18, 0.16, -0.60], [-1.52, 0.30, 0.66], [0.94, -0.45, 0.48], [-0.33, -0.01, -0.46], [0.20, 0.17, -0.54], [0.42, -0.35, 1.11], [0.84, 0.13, 0.18], [-0.55, 0.83, 0.19], [-0.21, -0.71, -0.13], [0.51, -0.56, 0.46], [0.22, 1.00, -0.04], [-0.11, 0.11, -0.11], [-0.11, 0.10, -0.08], [0.38, -0.39, 0.43], [0.24, -0.49, 0.25], [-0.37, 0.34, -0.01], [-0.55, 0.17, 0.17], [0.00, -0.36, -0.03], [-0.50, -0.14, -0.18], [-0.75, -0.45, -0.43], [0.02, -0.02, 0.67], [-0.27, -0.14, -0.67], [0.28, 0.01, -0.53], [0.45, 0.47, -0.23], [0.00, 0.04, -0.08], [0.42, -0.26, -0.58], [-0.43, -0.53, 0.57], [0.00, 0.10, -0.37], [0.06, 0.39, 0.41], [-0.60, -0.04, 0.18], [-0.21, -0.22, -1.36], [0.03, 0.07, -0.17], [0.19, 1.12, -0.21], [0.47, -0.45, 0.42], [-0.48, -0.50, -0.61], [0.64, -0.02, -0.72], [0.28, 0.18, 0.07], [-0.75, -0.17, -0.01], [-0.05, 0.01, -1.19], [0.28, 0.00, 0.74], [-0.46, -0.03, 0.46]],
  "lowdin_charge": [0.000, -0.025, -0.050, 0.027, 0.039, -0.084, -0.009, 0.010, -0.010, -0.008, -0.019, -0.064, -0.012, -0.015, -0.076, 0.077, -0.052, 0.032, -0.062, -0.003, 0.050, -0.033, 0.005, 0.077, -0.035, 0.082, 0.033, -0.048, -0.005, 0.012, -0.040, 0.070, -0.039, 0.009, 0.011, -0.035, 0.038, 0.028, -0.047, 0.033, 0.007, -0.034, 0.004, -0.005, -0.050, 0.008, 0.009, -0.074, -0.005, 0.015, -0.068, 0.018, -0.035, 0.021, 0.059, -0.079, 0.046, -0.065, 0.037, 0.027, -0.076, 0.043, 0.028, -0.049, 0.022, 0.074, -0.055, 0.026, -0.033, -0.064, 0.054, 0.013, -0.066, 0.064, 0.024, -0.024, -0.013, 0.032, -0.061, 0.032, -0.027, -0.072, 0.050, 0.018, -0.049, 0.009, 0.040, -0.069, 0.071, -0.036, 0.071, 0.063, -0.031, 0.028, 0.030, 0.027, 0.021, 0.035, 0.047, -0.037, 0.013, 0.009, -0.042, 0.056, -0.009, -0.063, 0.046, 0.046, -0.011, 0.032, 0.053, -0.056, 0.030, 0.041, -0.036, 0.016, 0.011, -0.046, 0.008, 0.043]
}

Sequential lowest unoccupied orbital energy output: -0.745; -0.875 eV